Computed, not measured: a molecular structure, C11H5Br4NO2S5SbV, with wB97M-V/def2-TZVPD.

Its expectation value of S² is 2.024. The HOMO-LUMO gap (alpha / beta) comes out at 5.547 / 5.612 eV. The net charge is -2. The calculation puts the energy above the lowest of the compared OMol25 structures with the same formula, charge and spin at 59.3 kJ/mol. The spin multiplicity is 3. The HOMO energy (alpha / beta) comes out at -1.82 / -1.88 eV.

The geometry in XYZ format:
```
30
Properties=species:S:1:pos:R:3:forces:R:3
V -0.947992 -0.186660 1.408055 -0.5459 0.5636 -0.0623
S -0.169445 -1.566071 5.810237 -0.0433 0.0467 -0.0192
Sb -1.152158 -0.036546 4.435069 0.2737 -0.1262 0.2066
S -2.507749 -1.221015 2.808386 0.1595 0.0453 -0.0017
S 0.587806 0.717985 2.845128 -0.1615 -0.0976 0.1330
S -2.235560 1.743257 5.313114 -0.0390 0.0401 0.0346
Br -2.212318 2.520990 -4.863244 -0.0168 0.0045 0.0136
C -2.234629 2.207984 -2.995149 0.1102 -0.0666 -0.0095
C -3.081933 2.906432 -2.150748 -0.0978 0.0750 0.0516
Br -4.274367 4.199391 -2.862174 0.0085 -0.0054 -0.0114
C -3.075916 2.674615 -0.770308 0.1403 -0.0787 0.0151
Br -4.186836 3.588393 0.442297 -0.0745 0.0761 -0.0008
C -2.211548 1.729057 -0.197934 0.0682 0.0905 -0.0256
O -2.118603 1.464420 1.056618 0.0073 -0.2535 -0.1404
C -1.362577 1.002130 -1.084267 0.2803 -0.3102 0.0650
O -0.594703 0.071520 -0.503907 -0.3019 0.1691 -0.1290
C -1.370330 1.248395 -2.437831 -0.0384 0.1210 -0.0169
Br -0.150617 0.246211 -3.486218 0.0232 -0.0167 -0.0457
S 0.174393 -2.426484 1.281798 0.0681 -0.1890 0.0954
C 1.600212 -2.176099 0.447092 0.7273 -0.3578 -0.2440
N 1.801107 -1.105723 -0.368373 -0.2164 0.2090 -0.0123
C 2.940774 -0.827329 -1.033974 0.0215 -0.0766 -0.0061
C 4.022910 -1.644103 -0.946292 -0.1908 -0.0053 0.0682
C 3.882451 -2.801154 -0.138392 0.2834 -0.0387 -0.1053
C 2.728236 -3.068919 0.520975 -0.4656 0.1869 0.1465
H 0.981177 -0.490886 -0.518999 -0.0528 -0.0010 -0.0240
H 2.905818 0.068688 -1.637661 0.0219 0.0106 0.0084
H 4.929910 -1.410220 -1.481566 0.0310 -0.0405 0.0269
H 4.716781 -3.487193 -0.040560 -0.0090 0.0195 -0.0096
H 2.615706 -3.941067 1.148831 0.0291 0.0060 -0.0012
```
Forces are in eV/Å.

Charge distribution, natural (NBO) scheme, values in e: number 1, V, carries 0.927; number 2, S, carries -0.876; number 3, Sb, carries 1.386; number 4, S, carries -0.667; number 5, S, carries -0.674; number 6, S, carries -0.845; number 7, Br, carries 0.036; number 8, C, carries -0.196; number 9, C, carries -0.138; number 10, Br, carries 0.041; number 11, C, carries -0.198; number 12, Br, carries 0.075; number 13, C, carries 0.282; number 14, O, carries -0.694; number 15, C, carries 0.279; number 16, O, carries -0.802; number 17, C, carries -0.180; number 18, Br, carries 0.028; number 19, S, carries -0.040; number 20, C, carries 0.079; number 21, N, carries -0.517; number 22, C, carries 0.077; number 23, C, carries -0.325; number 24, C, carries -0.163; number 25, C, carries -0.236; number 26, H, carries 0.473; number 27, H, carries 0.218; number 28, H, carries 0.215; number 29, H, carries 0.206; number 30, H, carries 0.230